{
  "formula": "C29H75N7O10",
  "method": "wB97M-V/def2-TZVPD",
  "species": ["C", "O", "N", "N", "H", "H", "H", "H", "C", "O", "N", "N", "H", "H", "H", "H", "C", "C", "C", "C", "C", "C", "N", "O", "C", "C", "C", "H", "H", "H", "H", "H", "H", "H", "H", "H", "H", "H", "H", "H", "H", "H", "H", "H", "H", "H", "C", "C", "C", "C", "C", "C", "N", "O", "C", "C", "C", "H", "H", "H", "H", "H", "H", "H", "H", "H", "H", "H", "H", "H", "H", "H", "H", "H", "H", "H", "C", "C", "C", "C", "C", "C", "N", "O", "C", "C", "C", "H", "H", "H", "H", "H", "H", "H", "H", "H", "H", "H", "H", "H", "H", "H", "H", "H", "H", "H", "O", "H", "H", "O", "H", "H", "O", "H", "H", "O", "H", "H", "O", "H", "H"],
  "positions_angstrom": [[-4.350524, 0.427909, -2.753732], [-5.572044, 0.213689, -2.632142], [-3.479694, -0.472771, -2.608872], [-3.843384, 1.493029, -3.372522], [-2.538764, -0.269991, -2.914872], [-3.663114, -1.456831, -2.474402], [-4.470704, 2.246639, -3.614672], [-2.957284, 1.404799, -3.849102], [0.048726, 0.642209, -3.671982], [-0.858414, 0.237839, -3.022842], [0.261276, 1.851849, -4.058052], [0.884736, -0.121611, -4.320992], [-0.173424, 2.558819, -3.482442], [1.122976, 2.076649, -4.534542], [1.447426, 0.238669, -5.078412], [0.901506, -1.117671, -4.154642], [1.064296, -0.273131, 2.679778], [2.528316, -0.167421, 3.091728], [2.789706, -0.792481, 4.449958], [2.767526, -2.355341, 4.535218], [3.743626, -2.853911, 3.436218], [3.514366, -2.264381, 2.054388], [3.443556, -0.798301, 2.109088], [3.275366, -0.208731, 0.872008], [4.835026, -2.497981, 1.266468], [2.372836, -3.047031, 1.361618], [2.965986, 1.313479, 3.194708], [0.587596, -1.088461, 3.223928], [0.928056, -0.388001, 1.604448], [0.619266, 0.692689, 2.918998], [3.654506, -0.422861, 5.000958], [2.001816, -0.476241, 5.133568], [1.752576, -2.710211, 4.356248], [3.225946, -2.685971, 5.467228], [3.565026, -3.927961, 3.384998], [4.759856, -2.677531, 3.788748], [5.609186, -1.802041, 1.589658], [5.176906, -3.526131, 1.385368], [4.917426, -2.278891, 0.201898], [2.055186, -2.500541, 0.473608], [2.680866, -4.048331, 1.060588], [1.472206, -3.089991, 1.974098], [2.836656, 1.987929, 2.348248], [4.029846, 1.259989, 3.425848], [2.512596, 1.814969, 4.049718], [3.907496, 0.512919, 0.837128], [-1.319884, -3.194601, -4.822892], [0.100896, -3.752691, -4.633212], [0.774436, -3.651911, -6.036812], [2.230636, -3.997021, -6.014062], [2.918466, -3.081011, -4.968002], [2.394246, -3.104431, -3.470052], [0.875676, -3.010021, -3.673292], [0.204776, -2.929031, -2.427592], [2.855406, -4.347351, -2.800462], [2.925646, -1.921881, -2.656762], [-0.044624, -5.287261, -4.201172], [-1.741694, -3.172321, -3.818062], [-1.845024, -3.871241, -5.497052], [-1.465804, -2.220571, -5.289882], [0.390636, -4.362541, -6.768802], [0.712276, -2.657591, -6.479022], [2.681996, -3.757391, -6.976842], [2.435466, -5.042471, -5.783422], [3.007796, -2.112061, -5.459182], [3.926456, -3.495811, -4.967122], [3.937896, -4.309961, -2.922572], [2.566326, -4.280501, -1.751622], [2.568886, -5.329151, -3.177392], [2.911436, -1.036331, -3.292142], [2.370926, -1.808121, -1.725402], [3.988106, -2.003621, -2.427412], [-1.026714, -5.674751, -4.472192], [0.258946, -5.422091, -3.163012], [0.638056, -6.035811, -4.603322], [-0.153694, -2.041321, -2.498832], [-3.154884, 6.175889, 5.221248], [-2.959024, 5.262329, 3.932408], [-3.283634, 6.119269, 2.635098], [-2.690834, 5.455499, 1.367268], [-1.291434, 5.105529, 1.559738], [-0.965364, 4.113719, 2.729198], [-1.514004, 4.815089, 3.949828], [-1.122734, 4.239069, 5.170338], [-1.410734, 2.666159, 2.384548], [0.613316, 4.094769, 2.837348], [-3.911864, 4.069949, 4.105828], [-2.362094, 6.904039, 5.392608], [-3.188454, 5.545409, 6.109768], [-4.130254, 6.647229, 5.100478], [-4.369944, 6.126719, 2.545788], [-2.936854, 7.149289, 2.718148], [-2.657994, 6.054299, 0.457068], [-3.287224, 4.592269, 1.071868], [-0.693524, 5.973969, 1.836168], [-0.975124, 4.630739, 0.630968], [-2.492584, 2.538719, 2.346388], [-0.991884, 2.319739, 1.439748], [-1.242094, 1.895589, 3.136798], [0.968316, 3.783379, 1.854948], [1.042226, 5.064619, 3.089388], [1.015796, 3.495709, 3.654188], [-4.382564, 3.774329, 3.168198], [-4.829824, 4.223459, 4.673188], [-3.405584, 3.164679, 4.440878], [-0.575654, 4.916309, 5.574868], [-2.486254, 2.322269, -0.529392], [-2.591464, 1.888649, -1.376232], [-3.363964, 2.633949, -0.308682], [-2.644114, -2.539841, -0.659242], [-3.182474, -2.894871, 0.048108], [-2.359354, -1.684341, -0.337882], [-4.622544, -0.365891, 0.732268], [-4.078044, 0.301709, 0.315048], [-5.249034, -0.622021, 0.055398], [-1.561794, -0.175661, 0.315748], [-2.165134, 0.558549, 0.201098], [-0.996374, -0.144411, -0.455972], [-2.235574, -1.097631, 3.174238], [-1.964634, -0.978001, 2.264018], [-1.743564, -1.862611, 3.472508]],
  "forces_ev_per_angstrom": [[-5.5, -0.4, -2.1], [0.6, 1.1, 1.1], [4.5, -4.2, 1.2], [0.7, 3.5, -0.4], [0.1, -0.3, 0.3], [-0.4, 0.3, 0.4], [0.2, -0.3, -0.1], [-0.3, 0.2, 0.0], [1.9, -1.5, -2.9], [-2.9, -1.0, 3.6], [-0.4, 5.9, 0.2], [2.0, -2.7, -1.2], [0.2, 0.3, -0.4], [-0.3, 0.3, 0.4], [-0.1, -0.2, 0.4], [-0.1, -0.8, -0.2], [0.0, 0.3, 0.1], [0.6, 0.3, -0.9], [-0.9, -1.0, 1.8], [1.3, 1.5, -1.7], [-0.9, -0.1, 1.0], [1.2, -0.4, -1.7], [0.0, 0.0, 2.5], [-0.7, 0.0, -1.4], [0.6, -0.2, -0.2], [-0.4, 1.2, -0.2], [0.7, -0.2, 0.6], [-0.3, 0.2, -0.2], [0.2, -0.2, 0.1], [-0.5, -0.3, 0.3], [0.6, 0.1, -0.7], [-0.4, 0.3, -0.1], [0.1, -0.3, 0.3], [-0.7, 0.0, 0.2], [0.5, -0.2, -0.3], [0.1, 0.1, -0.1], [0.0, -0.2, 0.9], [0.1, 0.0, 0.1], [-1.2, -0.2, -0.3], [0.1, -0.1, -0.2], [0.1, 0.1, 0.2], [0.0, -0.3, 0.2], [-0.2, -0.4, -0.3], [0.2, 0.3, -0.1], [-0.3, -0.2, 0.1], [0.3, -0.1, 0.1], [0.0, -0.2, 0.8], [0.3, -2.0, -1.8], [0.4, -0.8, 0.0], [0.5, 0.9, 1.4], [1.0, -1.1, 0.0], [-1.6, -0.2, -2.9], [1.4, 2.1, 0.5], [0.2, -0.3, -0.1], [0.6, -0.8, 0.6], [0.0, 0.3, -0.8], [0.5, 0.3, -0.1], [-0.7, -0.1, -0.2], [-0.2, -0.2, 0.4], [0.7, 0.3, 0.1], [-1.0, 0.1, 0.2], [-0.4, 0.2, 0.2], [0.1, -0.2, -0.1], [-0.2, -0.1, 0.0], [-0.3, 0.5, 0.6], [0.4, 0.4, 0.4], [0.2, -0.2, 0.6], [0.2, -0.3, 0.1], [-0.4, 0.3, -0.3], [-0.4, 0.2, 0.4], [0.0, 0.2, -0.1], [0.0, -0.6, 0.1], [-0.1, 0.1, 0.6], [-1.0, 0.4, 0.4], [0.4, 0.5, -1.0], [-0.5, 0.2, 0.5], [0.1, -1.0, -0.6], [-0.1, 2.6, 1.2], [0.4, -1.1, -0.3], [-1.5, 0.5, 0.2], [1.5, -1.4, 1.0], [2.0, 0.9, -0.6], [-1.5, -3.3, -0.3], [-0.5, 0.7, -2.0], [-1.5, -0.4, 1.3], [-0.7, 0.3, 0.7], [-0.3, -1.4, -1.1], [-0.1, 0.2, -0.4], [-0.1, 0.0, -0.1], [0.2, 0.2, 0.1], [0.0, 0.2, 0.2], [0.1, -0.1, 0.3], [-0.7, 0.6, 0.3], [0.0, -0.2, 0.2], [0.1, 0.3, -0.7], [0.7, 0.1, 0.2], [-0.2, 0.6, -0.6], [0.2, 0.5, 0.1], [0.9, 0.3, 0.3], [0.2, -0.1, 0.3], [-0.3, 0.4, -0.5], [-0.4, -0.7, -0.4], [0.5, 0.1, -0.5], [0.6, 0.7, 0.7], [-0.1, 0.2, 0.4], [0.4, 0.4, 0.6], [0.2, 0.1, 0.5], [-0.1, -0.1, -0.8], [-0.4, 0.2, -0.1], [0.0, -0.7, -0.6], [-0.2, -0.1, 0.2], [0.0, 0.4, 0.4], [0.1, 0.1, 0.5], [-0.1, 0.0, -0.2], [-0.3, 0.0, -0.4], [0.2, -0.4, 0.5], [0.0, 0.5, -0.1], [0.4, 0.1, -0.4], [-0.2, 0.2, 0.4], [0.1, 0.1, -0.5], [0.1, -0.2, 0.1]],
  "mulliken_spin": [0.000, 0.000, 0.000, 0.000, 0.000, 0.000, 0.000, 0.000, 0.000, 0.000, 0.000, 0.000, 0.000, 0.000, 0.000, 0.000, 0.001, 0.000, 0.000, 0.000, 0.000, 0.000, 0.000, 0.000, 0.000, 0.000, 0.001, 0.000, 0.000, 0.000, 0.000, 0.000, 0.000, 0.000, 0.000, 0.000, 0.000, 0.000, 0.000, 0.000, 0.000, 0.000, -0.001, 0.000, 0.000, 0.000, 0.000, 0.000, 0.000, 0.000, 0.000, 0.000, 0.000, 0.000, 0.000, 0.000, 0.000, 0.000, 0.000, 0.000, 0.000, 0.000, 0.000, 0.000, 0.000, 0.000, 0.000, 0.000, 0.000, 0.000, 0.000, 0.000, 0.000, 0.000, 0.000, 0.000, 0.021, -0.001, 0.010, -0.012, 0.026, 0.039, 0.702, 0.070, 0.059, 0.023, 0.079, -0.005, 0.001, 0.001, -0.002, 0.002, 0.000, 0.001, -0.017, 0.000, -0.001, 0.007, -0.008, 0.003, -0.005, 0.000, -0.002, -0.001, -0.002, 0.011, 0.000, 0.000, 0.000, 0.000, 0.000, 0.000, 0.000, 0.000, 0.000, -0.002, 0.000, 0.000, 0.000, 0.000, 0.000],
  "mol_weight_g_mol": 682.0,
  "spin_multiplicity": 2,
  "charge": 1,
  "energy_ha": -2285.22799,
  "lumo_energy_ha": [-0.093, -0.253]
}